Record 1
Entry from the OMol25 dataset: a cluster of 3 separate species, C4H8O3 in total at a distorted geometry (the ωB97M-V functional and the def2-TZVPD basis).

Summary:
HOMO energy	-8.19	eV
multiplicity	1
charge	0
ΔE to the lowest compared entry with this formula, charge and spin	496.9	kJ/mol

The geometry in XYZ format:
```
15
C4H8O3 the ωB97M-V functional and the def2-TZVPD basis
O 2.107 1.121 1.393
O -0.350 1.759 0.691
O -1.026 -0.589 -1.742
C 1.807 0.478 0.463
C 0.175 0.941 -0.299
C -1.068 -1.092 0.602
C -0.489 -0.293 -0.525
H -0.355 -1.138 1.432
H 0.911 -1.235 -0.627
H 1.640 -0.983 -0.268
H -1.271 -2.109 0.254
H -0.943 0.186 -2.314
H -1.999 -0.651 0.972
H 0.395 2.140 1.191
H 0.465 1.465 -1.223
```

***

Record 2
Entry from the OMol25 dataset: a cluster of 2 separate species, C4H8O3 in total (the ωB97M-V functional and the def2-TZVPD basis).

Summary:
HOMO energy (alpha / beta)	-9.63 / -9.63	eV
multiplicity	1
charge	0
ΔE to the lowest compared entry with this formula, charge and spin	472.9	kJ/mol

The geometry in XYZ format:
```
15
C4H8O3 the ωB97M-V functional and the def2-TZVPD basis
O 0.919 -0.508 1.226
O -2.122 -1.013 -0.526
O -0.481 -2.266 0.978
C 1.965 0.706 -0.343
C -1.228 -0.178 0.141
C -0.604 0.795 -0.805
C -0.139 -1.089 0.850
H -0.951 1.830 -0.776
H -1.712 0.359 0.974
H -0.562 0.402 -1.823
H 1.990 1.058 -1.374
H 0.496 0.886 -0.420
H 2.179 1.446 0.420
H 2.363 -0.283 -0.169
H -1.913 -1.896 -0.153
```

***

Which formula does entry 1 have? C4H8O3